47
Properties=species:S:1:pos:R:3:lowdin_charge:R:1 method="wB97M-V/def2-TZVPD" spin_multiplicity=1 total_energy_ha=-2773.56699 lumo_energy_ev=0.568 de_lowest_kj_mol=0.0 orbital_gap_ev=8.84
C 0.7339 -2.4066 -0.8171 -0.08
O 0.2761 -1.3009 -0.0545 -0.17
C 0.9075 -0.0817 -0.3195 -0.26
C -0.0066 0.8140 -1.2050 -0.55
O -0.5899 -0.0309 -2.1564 -0.20
C -1.1003 0.5398 -3.3637 -0.08
P -1.3273 1.5300 0.0790 0.91
N -2.8155 1.2091 -0.6668 -0.16
O -1.2628 3.1382 -0.1777 -0.32
S 1.0959 2.0081 -2.0934 0.77
O 0.3443 3.1217 -2.5924 -0.27
O 1.9911 1.2837 -2.9547 -0.27
C 2.1795 2.7500 -0.7620 -0.68
F 2.9126 3.6879 -1.3372 0.16
F 1.3674 3.2830 0.1373 0.12
F 2.9885 1.8835 -0.1613 0.15
H 0.2968 -2.4143 -1.8197 0.09
H 0.4392 -3.3181 -0.2998 0.07
H 1.8251 -2.4089 -0.9076 0.10
H 1.0848 0.4288 0.6314 0.11
H 1.8676 -0.2306 -0.8258 0.12
H -0.2850 0.7404 -4.0637 0.09
H -1.6501 1.4637 -3.1801 0.08
H -1.7663 -0.2072 -3.7933 0.10
H -2.9326 0.2212 -0.8695 0.04
H -2.9713 1.7484 -1.5107 0.03
H -1.4132 3.6106 0.6651 -0.02
C 0.9199 -8.1008 0.1213 -0.27
S 0.3404 -6.9073 -1.0897 0.81
O 1.2329 -5.7243 -0.9793 -0.55
C -1.1796 -6.4830 -0.2306 -0.27
H 1.8942 -8.4524 -0.2109 0.05
H 1.0101 -7.6120 1.0909 0.06
H 0.2225 -8.9370 0.1694 0.05
H -0.9373 -6.1117 0.7650 0.06
H -1.8222 -7.3614 -0.1728 0.05
H -1.6725 -5.7041 -0.8087 0.05
C 0.8767 4.4943 2.9886 -0.25
S -0.8437 4.2336 3.4147 0.84
O -1.6157 4.5137 2.1679 -0.55
C -1.0236 5.6699 4.4754 -0.26
H 1.1105 3.7101 2.2757 0.03
H 0.9925 5.4729 2.5235 0.07
H 1.5120 4.4000 3.8690 0.06
H -0.7769 6.5678 3.9095 0.06
H -0.3686 5.5609 5.3393 0.06
H -2.0609 5.7078 4.8011 0.05